(1)
Molecular formula: O2
Method: DFT, ωB97M-V/def2-TZVPD

Its HOMO-LUMO gap (spin up / spin down) is 7.4 / 6.5 eV. As for the spin multiplicity: 2. For the strongest force on any atom, the calculation gives 9.41 eV/Å. Its highest occupied orbital energy (spin up / spin down) is -24.1 / -22.7 eV. Its charge is +1. Its energy relative to the best compared isomer or geometry (same formula, charge and spin) is 226.90 kcal/mol. Its LUMO energy (spin up / spin down) is -16.77 / -16.23 eV.

Atoms and positions in Å:
1 O 0.00000 0.00000 0.98175
2 O 0.00000 0.00000 -0.98175

Okay, here come the natural (NBO) numbers, in e, for every atom: 0.500 0.500

---

(2)
Molecular formula: CHNO3
Method: DFT, ωB97M-V/def2-TZVPD

Its HOMO-LUMO gap is 10.0 eV. For the strongest force on any atom, the calculation gives 4.39 eV/Å. Its highest occupied orbital energy is -10.5 eV. Its SMILES is O=C[N+](=O)[O-]. Its energy relative to the best compared isomer or geometry (same formula, charge and spin) is 55.55 kcal/mol. Its LUMO energy is -0.58 eV.

Atoms and positions in Å:
1 C -0.69630 0.40136 0.04019
2 N 0.70156 -0.41612 -0.01391
3 O -0.65678 1.44346 0.56531
4 O 1.17257 -0.43131 -1.19505
5 O 0.88633 -0.83743 1.13858
6 H -1.40737 -0.15996 -0.53511

Okay, here come the natural (NBO) numbers, in e, for every atom: 0.510 0.440 -0.429 -0.357 -0.327 0.162

---

(3)
Molecular formula: C20H21ClN4O4
Method: DFT, ωB97M-V/def2-TZVPD

Its HOMO-LUMO gap is 7.1 eV. For the strongest force on any atom, the calculation gives 3.98 eV/Å. Its highest occupied orbital energy is -8.0 eV. Its SMILES is CC(C)OC(=O)[C@@H](C)Oc1ccc(N(C)c2nc3ccc(Cl)cc3[n+]([O-])n2)cc1. Its energy relative to the best compared isomer or geometry (same formula, charge and spin) is 76.14 kcal/mol. Its LUMO energy is -0.91 eV.

Atoms and positions in Å:
1 O -0.38016 4.76283 3.35667
2 O 3.87199 -2.87883 -0.96024
3 Cl 5.51525 -7.88155 -2.15467
4 N 0.53647 -4.76437 -1.78782
5 N 1.74812 -2.85567 -1.06296
6 O -1.38222 2.31721 0.98781
7 O -0.93648 5.09127 1.15177
8 C -0.72997 4.31301 2.27081
9 C 0.57041 -3.47645 -1.35944
10 C -0.31896 0.08542 1.10539
11 C -1.57056 0.84373 -0.74917
12 C -0.09762 -1.15566 0.50627
13 C -1.41628 -0.40170 -1.33306
14 C 2.85449 -7.50326 -2.21325
15 C 4.07890 -6.91929 -1.95752
16 C -1.06625 1.09124 0.49819
17 C -0.67464 -1.42824 -0.71440
18 C 1.65192 -6.77713 -2.12917
19 C 4.11024 -5.56527 -1.60991
20 C 1.69042 -5.41825 -1.83762
21 C 2.91277 -4.80008 -1.56420
22 N -0.60617 -2.72024 -1.31552
23 N 2.84869 -3.52164 -1.22836
24 C -1.84446 -3.31167 -1.83485
25 C -1.68277 2.32349 3.41028
26 C -0.49287 7.09998 -0.10031
27 C -2.11359 7.09299 1.78128
28 C -0.79429 2.76101 2.21842
29 C -0.81441 6.52375 1.27389
30 H 0.11956 0.21132 2.07626
31 H -2.15668 1.61039 -1.21564
32 H 0.46345 -1.91509 1.03018
33 H -1.83936 -0.60550 -2.31258
34 H 2.81459 -8.54367 -2.49380
35 H 0.70857 -7.23354 -2.32341
36 H 5.08590 -5.11434 -1.43426
37 H -2.02099 -4.26752 -1.32620
38 H -1.72063 -3.49307 -2.91775
39 H -2.74302 -2.71482 -1.64359
40 H -1.12931 2.37876 4.35974
41 H -2.61022 2.90253 3.46049
42 H -1.98007 1.27875 3.31455
43 H -0.24030 8.14751 -0.01572
44 H -1.36748 6.97747 -0.70642
45 H 0.32806 6.54458 -0.53778
46 H -2.15360 8.19869 1.68173
47 H -2.94518 6.65217 1.21896
48 H -2.29947 6.82143 2.84774
49 H 0.22100 2.40201 2.33652
50 H -0.00278 6.83531 1.95265

natural (NBO) population analysis, charges in e, atoms 1 to 8: -0.603 -0.425 0.023 -0.539 -0.302 -0.504 -0.505 0.788

---

(4)
Molecular formula: C36H77ClN3O7PSbSi
Method: DFT, ωB97M-V/def2-TZVPD

Its HOMO-LUMO gap is 5.9 eV. For the strongest force on any atom, the calculation gives 0.67 eV/Å. Its highest occupied orbital energy is -3.8 eV. Its charge is -1. Its LUMO energy is 2.10 eV.

Atoms and positions in Å:
1 C 6.09415 -2.56352 1.53421
2 C 5.92370 -3.51972 0.36179
3 O 4.51720 -3.74437 0.17227
4 P 3.97463 -4.27452 -1.22481
5 O 5.03452 -4.69769 -2.16845
6 C 2.91301 -2.97802 -1.88571
7 C 3.31351 -1.55964 -1.46316
8 Sb 1.58861 -0.13446 -1.70705
9 C -0.23223 1.13324 -2.04268
10 C -1.14673 0.64312 -3.15382
11 C -1.92102 -0.64406 -2.87359
12 C -2.72793 -0.67281 -1.59970
13 C -3.27510 0.48458 -1.02402
14 C -4.02646 0.41829 0.13363
15 C -4.26346 -0.80111 0.74300
16 C -3.74310 -1.94767 0.18404
17 C -2.97737 -1.87661 -0.97314
18 C 0.45040 -1.23383 -0.07056
19 C 1.16896 -2.06732 0.92821
20 C 2.02297 -1.39854 1.97749
21 N 1.12113 -3.34683 0.98258
22 C 2.53508 1.37534 -0.30242
23 C 1.69308 2.52137 0.17457
24 C 0.61423 2.18558 1.19801
25 Cl 2.80916 3.82161 0.94142
26 Si 2.85788 1.02438 -3.69547
27 C 4.70802 1.31504 -3.34445
28 C 2.15295 2.72249 -4.19009
29 C 2.75235 -0.07913 -5.24101
30 O 3.06171 -5.47038 -0.68447
31 C 1.92160 -5.92321 -1.40600
32 C 2.24464 -6.51280 -2.76617
33 H 6.24783 -1.53880 1.19337
34 H 6.95372 -2.84254 2.14222
35 H 5.19535 -2.57341 2.14761
36 H 6.39821 -4.48090 0.55588
37 H 6.33929 -3.10886 -0.55657
38 H 1.85471 -3.17169 -1.69363
39 H 3.04405 -3.07038 -2.96669
40 H 3.70489 -1.53663 -0.44807
41 H 4.11734 -1.22901 -2.12504
42 H 0.93784 -1.31273 -2.89819
43 H 0.12651 2.13110 -2.31030
44 H -0.76505 1.23239 -1.09707
45 H -1.87122 1.41645 -3.44194
46 H -0.53059 0.47174 -4.04562
47 H -1.24479 -1.49911 -2.88163
48 H -2.62811 -0.80351 -3.69672
49 H -3.09509 1.44771 -1.48577
50 H -4.42761 1.32466 0.56874
51 H -4.85490 -0.85164 1.64878
52 H -3.91027 -2.91938 0.63431
53 H -2.56027 -2.78297 -1.39831
54 H -0.20147 -0.51339 0.43091
55 H -0.20668 -1.90677 -0.63211
56 H 2.95542 -1.03888 1.54101
57 H 2.26928 -2.13558 2.74083
58 H 1.51641 -0.55362 2.44350
59 H 0.51153 -3.69271 0.23898
60 H 3.34782 1.79400 -0.90289
61 H 3.00559 0.90079 0.56188
62 H 1.26667 3.07434 -0.65706
63 H -0.36892 2.16738 0.73082
64 H 0.58006 2.92172 1.99960
65 H 0.79586 1.20972 1.64200
66 H 5.03210 0.82548 -2.42427
67 H 5.32809 0.94244 -4.16342
68 H 4.91623 2.38130 -3.22880
69 H 2.89119 3.28982 -4.76412
70 H 1.23689 2.62615 -4.77370
71 H 1.93028 3.30693 -3.29327
72 H 1.86982 -0.71858 -5.21287
73 H 3.64324 -0.70119 -5.34393
74 H 2.69174 0.55775 -6.12882
75 H 1.46795 -6.68498 -0.77074
76 H 1.19302 -5.11589 -1.50352
77 H 1.30334 -6.69394 -3.29126
78 H 2.76712 -7.46286 -2.66772
79 H 2.84686 -5.83621 -3.37131
80 C -11.30165 -3.91407 -0.80808
81 O -10.62481 -4.13262 -2.02538
82 C -10.90636 -3.19374 -3.05299
83 C -9.74028 -2.26742 -3.31412
84 N -9.52251 -1.35280 -2.20633
85 C -8.29927 -0.55966 -2.28116
86 C -6.95662 -1.27466 -2.34786
87 O -6.57119 -1.92037 -1.15556
88 C -7.14512 -3.18585 -0.92345
89 H -11.16781 -4.80821 -0.20161
90 H -10.90672 -3.05676 -0.25134
91 H -12.37268 -3.75603 -0.97115
92 H -11.80401 -2.61862 -2.80355
93 H -11.10894 -3.76260 -3.96450
94 H -9.96577 -1.68162 -4.21175
95 H -8.86499 -2.89102 -3.54313
96 H -9.53022 -1.87030 -1.33742
97 H -8.27752 0.09091 -1.40375
98 H -8.37430 0.09350 -3.15765
99 H -6.19413 -0.50967 -2.51611
100 H -6.89706 -1.97482 -3.19203
101 H -7.29121 -3.74251 -1.85466
102 H -8.10323 -3.12454 -0.39461
103 H -6.45179 -3.74095 -0.29043
104 C 5.87368 7.66944 7.60369
105 O 4.48085 7.46525 7.53659
106 C 3.85632 7.94519 6.35278
107 C 3.41967 6.82294 5.43918
108 N 4.55563 6.13718 4.84890
109 C 4.23429 4.92037 4.10329
110 C 3.52888 3.77886 4.81849
111 O 4.31638 3.10684 5.78687
112 C 4.38673 3.72878 7.04875
113 H 6.18014 7.46147 8.62778
114 H 6.43222 7.00598 6.93381
115 H 6.13660 8.70427 7.36098
116 H 4.52873 8.62845 5.82404
117 H 2.97132 8.50867 6.66080
118 H 2.81698 7.25597 4.63395
119 H 2.76052 6.15991 6.01750
120 H 5.22821 5.91923 5.57192
121 H 5.17266 4.52745 3.70605
122 H 3.62286 5.19835 3.24151
123 H 3.28942 3.03302 4.05846
124 H 2.57847 4.09418 5.26906
125 H 3.43883 4.20694 7.31619
126 H 5.18289 4.47911 7.10596
127 H 4.60454 2.95216 7.78254

Löwdin population analysis, charges in e, atoms 1 to 8: -0.068 -0.264 -0.228 0.480 -0.285 -0.319 -0.356 1.229

---

(5)
Molecular formula: C4H9NO2
Method: DFT, ωB97M-V/def2-TZVPD

Its HOMO-LUMO gap is 8.1 eV. For the strongest force on any atom, the calculation gives 6.71 eV/Å. Its highest occupied orbital energy is -7.8 eV. Its SMILES is c1cc[nH]c1.O.O. Its energy relative to the best compared isomer or geometry (same formula, charge and spin) is 57.02 kcal/mol. Its LUMO energy is 0.36 eV.

Atoms and positions in Å:
1 C -2.22402 1.42035 -0.89380
2 C -1.62284 0.28292 -1.53887
3 N -0.48464 -0.06161 -0.89723
4 C -0.17858 0.87365 0.10838
5 C -1.14567 1.88484 0.09371
6 H -3.29018 1.59242 -0.92201
7 H -1.99588 -0.12946 -2.42585
8 H 0.14971 -0.73067 -1.41457
9 H 0.62433 0.80148 0.78529
10 H -1.21798 2.79469 0.51562
11 H 1.92413 -2.36116 2.89833
12 H 0.73966 -2.53946 2.12419
13 O 1.47627 -1.96650 2.18842
14 H 3.38794 -0.70707 0.28405
15 H 2.06225 -1.42538 0.69318
16 O 2.52812 -0.98783 -0.04769

natural (NBO) population analysis, charges in e, atoms 1 to 8: -0.336 -0.063 -0.529 -0.078 -0.281 0.219 0.204 0.431

---

(6)
Molecular formula: C5H8N2
Method: DFT, ωB97M-V/def2-TZVPD

Its HOMO-LUMO gap (spin up / spin down) is 8.0 / 7.2 eV. As for the spin multiplicity: 3. For the strongest force on any atom, the calculation gives 3.55 eV/Å. Its highest occupied orbital energy (spin up / spin down) is -7.1 / -8.1 eV. Its energy relative to the best compared isomer or geometry (same formula, charge and spin) is 103.48 kcal/mol. Its LUMO energy (spin up / spin down) is 0.91 / -0.93 eV.

Atoms and positions in Å:
1 C -0.77565 1.85100 -0.43023
2 C 0.28641 2.21539 0.33903
3 C -1.35012 0.62254 -0.08337
4 C 1.67309 -0.29569 -0.21801
5 C -0.56341 -0.19019 0.84600
6 N 0.63158 -0.88233 0.17625
7 N 0.40713 -2.27322 0.02157
8 H -1.08783 2.56440 -1.24614
9 H 1.20135 2.61111 -0.18244
10 H -2.10067 0.09078 -0.49519
11 H 2.33934 -1.05693 -0.64878
12 H -0.20022 0.76536 1.44783
13 H -1.10905 -0.83562 1.54872
14 H -0.49964 -2.46190 -0.50506
15 H 1.14767 -2.72473 -0.57018

natural (NBO) population analysis, charges in e, atoms 1 to 8: -0.355 -0.073 -0.170 -0.117 -0.296 -0.228 -0.676 0.233